The following is a DFT calculation (wB97M-V/def2-TZVPD) of a molecular structure, C13H14F3IMoN2 at a distorted geometry.

```
34
Properties=species:S:1:pos:R:3:forces:R:3:lowdin_charge:R:1
C -0.8943 -2.7257 0.2033 0.14 0.78 -0.92 -0.166
C -1.1656 -2.1079 1.5378 0.27 0.20 0.61 -0.155
H -1.7333 -2.4579 -0.4616 0.33 -0.59 -0.01 0.062
H -0.7087 -3.8007 0.2521 0.00 0.23 -0.34 0.099
H 0.0153 -2.1776 -0.1854 -0.26 -0.92 -0.13 0.039
H -0.9558 -1.0121 1.3325 -0.47 0.06 0.92 -0.006
H -2.1866 -2.2766 1.9062 0.29 0.44 -0.16 0.098
H -0.4634 -2.4520 2.3079 -0.09 0.38 -0.19 0.098
C 1.0020 0.4897 -3.0076 0.32 0.61 -0.23 -0.052
C 1.4380 1.0715 -4.2006 -0.14 -0.23 0.63 0.028
C 1.7890 2.4277 -4.1905 0.08 -0.20 -0.45 0.032
C 1.7146 3.1631 -3.0156 -0.16 0.26 1.14 0.058
H 0.6841 -0.5505 -2.9005 0.18 0.23 -0.30 0.137
H 1.4952 0.4676 -5.1042 -0.02 0.18 0.21 0.140
H 2.1200 2.9083 -5.1225 -0.15 -0.23 0.52 0.150
H 1.9881 4.2185 -2.9556 -0.05 -0.37 -0.34 0.137
N 0.9382 1.2222 -1.8707 -0.14 0.76 -0.71 -0.131
C 1.2713 2.5550 -1.8358 0.34 -0.76 -1.54 -0.168
C 1.0967 3.1747 -0.5348 0.07 0.85 1.40 -0.174
N 0.6200 2.3227 0.4265 -0.13 1.14 -0.04 -0.136
C 0.4134 2.7146 1.7029 0.21 0.51 -0.30 -0.049
C 1.1356 4.9292 1.1186 -0.03 0.17 0.15 0.032
C 0.6568 4.0343 2.0842 -0.01 -0.41 -0.13 0.029
H 0.0549 1.9278 2.3689 0.06 0.37 0.08 0.138
H 0.4711 4.3447 3.1159 0.11 -0.12 -0.42 0.143
C 1.3699 4.5050 -0.1895 -0.04 -0.83 -0.57 0.063
H 1.7581 5.1595 -0.9741 -0.16 -0.02 0.52 0.137
H 1.3234 5.9751 1.3909 -0.06 -0.49 -0.11 0.147
Mo -0.0374 0.5656 -0.2521 0.47 -2.39 0.98 1.205
I -2.5253 0.9604 -0.9322 -0.11 0.02 0.05 0.504
F 2.9597 0.7988 0.2674 -1.42 -0.77 -0.07 0.014
C 1.9602 -0.1511 0.5294 2.96 -0.84 1.24 -0.511
F 2.0711 -0.3374 1.9103 -1.02 0.45 -1.62 0.026
F 2.4881 -1.3324 0.0088 -1.37 1.51 0.13 0.031
```
Forces are in eV/Å.

Charge: +2
⟨S²⟩: 2.346
2S+1: 3
Highest occupied orbital energy (spin up / spin down), eV: -16.5389 / -16.8499